No. 1
Entry from the Open Molecules 2025 dataset: one molecule with the formula C3H6N2O (ωB97M-V/def2-TZVPD).

Atoms and positions in Å:
1 H -1.63978 1.35224 -1.45216
2 N -0.77521 0.84000 -1.60622
3 C -0.34931 0.34452 -0.51412
4 C -1.04350 0.47389 0.82249
5 N 0.83616 -0.39183 -0.63350
6 C 1.62548 -1.06324 0.26466
7 O 2.62903 -1.65319 -0.07080
8 H -1.84427 1.21081 0.71162
9 H -0.38759 0.81282 1.63023
10 H -1.50249 -0.47301 1.12663
11 H 1.17154 -0.42819 -1.59004
12 H 1.27994 -1.02481 1.31122

The value obtained for the energy above the lowest of the compared OMol25 structures with the same formula, charge and spin is 0.5718 eV. For the LUMO energy, the calculation gives 0.8 eV. As for the largest force on an atom: 0.5 eV/A. Its net charge is 0. As for the orbital gap: 10.685 eV. The SMILES is [H]/N=C(\C)NC=O.

No. 2
Entry from the Open Molecules 2025 dataset: a 2-piece molecular cluster, C2H6N2O overall (ωB97M-V/def2-TZVPD).

Atoms and positions in Å:
1 H -0.66784 -1.64113 2.13556
2 N -0.49788 -1.42494 1.18022
3 C 0.64208 -0.78159 1.26084
4 N 1.39379 -0.38031 0.07263
5 H 1.11489 -0.65143 2.27498
6 H 0.84532 -0.52028 -0.75610
7 H 2.45251 -0.26057 -0.02895
8 C -1.34654 1.35354 -1.50020
9 O -0.50439 0.69148 -2.10000
10 H -2.40244 1.28531 -1.65136
11 H -1.02951 2.32993 -0.88762

The value obtained for the energy above the lowest of the compared OMol25 structures with the same formula, charge and spin is 2.6536 eV. For the LUMO energy, the calculation gives 0.6 eV. As for the largest force on an atom: 3.8 eV/A. Its net charge is 0. As for the orbital gap: 9.764 eV. The SMILES is [H]/N=C/N.C=O.

No. 3
Entry from the Open Molecules 2025 dataset: one molecule with the formula C3H3NOS3 (ωB97M-V/def2-TZVPD).

Atoms and positions in Å:
1 S -3.33102 0.70450 -0.02080
2 C -2.84403 -0.82668 0.04632
3 O -1.60226 -1.32980 -0.02743
4 N -0.62779 -0.33986 0.02843
5 C 0.52058 -0.90016 0.00960
6 C 1.73487 -0.07994 -0.01757
7 S 3.20134 -0.76500 -0.00686
8 S 1.58858 1.67873 0.00536
9 H -3.51854 -1.69326 0.05679
10 H 0.66613 -1.96671 -0.00134
11 H 0.25405 1.62636 0.09164

The value obtained for the energy above the lowest of the compared OMol25 structures with the same formula, charge and spin is 2.4233 eV. For the LUMO energy, the calculation gives -1.5 eV. As for the largest force on an atom: 1.3 eV/A. Its net charge is 0. As for the orbital gap: 7.731 eV. The SMILES is S=CO/N=C/C(=S)S.

No. 4
Entry from the Open Molecules 2025 dataset: C4H5NO2 as an isolated structure (ωB97M-V/def2-TZVPD).

Atoms and positions in Å:
1 N 1.24480 -1.13477 -0.18237
2 C 0.22096 -0.16158 -0.14035
3 C 0.23208 1.02372 0.81406
4 C -0.91142 0.08837 0.83137
5 O -1.82122 0.42444 -0.24144
6 C -0.86197 0.05405 -1.16707
7 O -1.00844 -0.14595 -2.33330
8 H 2.13320 -0.72576 -0.44888
9 H 1.01626 -1.85118 -0.86482
10 H 0.93232 0.90279 1.63765
11 H 0.10742 2.03929 0.44615
12 H -1.28400 -0.51340 1.64901

The value obtained for the energy above the lowest of the compared OMol25 structures with the same formula, charge and spin is 1.8696 eV. For the LUMO energy, the calculation gives 0.9 eV. As for the largest force on an atom: 0.7 eV/A. Its net charge is 0. As for the orbital gap: 10.504 eV.

No. 5
Entry from the Open Molecules 2025 dataset: a 2-piece molecular cluster, C23H22F6N4O overall (ωB97M-V/def2-TZVPD).

Atoms and positions in Å:
1 N -2.17592 -0.35782 2.56976
2 C -1.80209 0.96708 2.59287
3 N -0.44240 1.11503 2.72043
4 C 0.08183 -0.15420 2.78224
5 C 1.52741 -0.43350 2.94697
6 O 2.42271 0.38038 3.01477
7 C -1.02977 -1.06145 2.66887
8 H -2.51447 1.80709 2.53166
9 H 1.72678 -1.54056 3.01519
10 H -0.91765 -2.16150 2.65378
11 C -6.00052 -0.82836 -3.74014
12 N -5.56543 -1.87544 -2.83692
13 C -5.51221 -3.22264 -3.40698
14 C -6.81718 -3.92349 -3.11470
15 F -6.82214 -5.24046 -3.47969
16 F -7.11070 -3.85280 -1.76806
17 F -7.85587 -3.28372 -3.76292
18 C -5.28523 -1.62966 -1.51683
19 C -4.49142 -2.52064 -0.72480
20 C -4.17420 -2.20481 0.59614
21 C -4.65658 -1.00462 1.21241
22 C -4.33560 -0.73028 2.58984
23 C -5.05915 0.24857 3.37524
24 C -4.46406 1.04657 4.38901
25 C -5.21602 1.85640 5.23563
26 C -6.64551 1.81399 5.18040
27 N -7.42741 2.57814 6.01527
28 C -8.82306 2.24078 6.25042
29 C -6.96642 3.84947 6.57590
30 C -7.13571 4.90547 5.51632
31 F -6.67589 6.14175 5.84922
32 F -6.49512 4.53311 4.35278
33 F -8.46278 5.02350 5.16221
34 C -7.24415 1.01417 4.18142
35 C -6.47367 0.39770 3.21978
36 C -5.47418 -0.15558 0.42008
37 C -5.71606 -0.42495 -0.90667
38 H -5.44390 0.10486 -3.59912
39 H -5.84264 -1.15494 -4.76164
40 H -7.06835 -0.61106 -3.62890
41 H -5.43892 -3.11653 -4.49724
42 H -4.69970 -3.81338 -2.95927
43 H -4.07293 -3.41432 -1.18262
44 H -3.55524 -2.90517 1.17536
45 H -3.80104 -1.51545 3.14402
46 H -3.39108 1.02455 4.54353
47 H -4.73590 2.47191 5.98085
48 H -8.94356 1.18037 6.52266
49 H -9.20509 2.82386 7.08992
50 H -9.46184 2.43555 5.37184
51 H -7.62420 4.11380 7.41637
52 H -5.90172 3.80510 6.83786
53 H -8.33546 0.93809 4.15478
54 H -7.00054 -0.05481 2.38889
55 H -5.94714 0.71212 0.87739
56 H -6.24503 0.32375 -1.51117

For the LUMO energy, the calculation gives -1.2 eV. As for the largest force on an atom: 2.7 eV/A. Its net charge is 0. As for the orbital gap: 6.430 eV.